Record 1
Formula: C34H28GeMoN2O4
Source: OMol25
Level of theory: ωB97M-V/def2-TZVPD

The HOMO-LUMO gap (alpha / beta) is 7.202 / 7.206 eV. The calculation puts the HOMO energy (alpha / beta) at -8.2 / -8.2 eV. The energy above the lowest of the compared OMol25 structures with the same formula, charge and spin is 333.04 kJ/mol. The value obtained for the total energy is -3867.92059 Ha.

Last column: Löwdin charge in e.
Element x y z (Å)
Mo 0.0051 0.0204 0.0553  1.6706
Ge 1.9215 0.5905 -2.7571  0.8829
O -1.7941 0.2900 0.8385  -0.2574
O -4.6554 0.9501 0.3591  -0.0701
O 1.7510 -0.3090 1.0002  -0.1757
O 0.2148 1.6945 -0.1636  -0.3938
N 1.1355 -2.5486 0.9383  0.0919
N -0.0866 -2.0018 0.4674  -0.1621
C 3.5794 -1.7274 -2.5419  -0.1064
C 1.9632 -1.5805 1.1713  -0.4481
C -2.4777 -1.9869 0.8922  -0.1476
C 3.5067 -0.3805 -2.1802  -0.2753
C 4.5862 0.1917 -1.5122  -0.0990
C 5.7241 -0.5597 -1.2403  -0.0901
C 2.5193 3.3102 -1.7260  -0.1071
C 2.2433 4.6626 -1.5587  -0.0884
C -3.8227 2.0722 0.6334  -0.0631
C 3.3119 -1.9375 1.7223  -0.1451
C 3.6639 -3.2835 1.8402  -0.0316
C 4.7055 -2.4838 -2.2476  -0.0820
C 0.2323 4.4103 -2.8466  -0.0835
C 1.6536 2.4941 -2.4526  -0.3086
C 5.7729 -2.6836 2.8214  -0.0855
C 5.7843 -1.8971 -1.6016  -0.0889
C -5.0843 -1.3042 0.4366  0.0090
C 1.0243 -0.4568 -6.7461  -0.0920
C 0.9762 -0.3205 -5.3622  -0.1097
C 2.0666 0.1134 -7.4641  -0.0969
C -2.7641 -0.6082 0.7451  -0.2629
C 5.4303 -1.3437 2.7187  -0.0785
C -4.7624 -2.6447 0.5937  -0.0754
C 0.3267 -0.3167 -2.0403  -0.2605
C 4.2106 -0.9760 2.1676  -0.0308
C 3.0131 0.9562 -5.4176  -0.1001
C -3.4480 -2.9877 0.8402  -0.0516
C 4.8864 -3.6563 2.3786  -0.0772
C 0.5105 3.0603 -3.0131  -0.1148
C -4.1222 -0.2998 0.5228  -0.1931
C 1.0991 5.2138 -2.1175  -0.0923
C 3.0613 0.8204 -6.7995  -0.0890
C -1.1005 -2.4296 1.1445  -0.0321
C 1.9702 0.3870 -4.6875  -0.2898
H 6.1082 -0.5738 3.0632  0.1034
H 3.8741 1.2657 -7.3594  0.0996
H 2.1040 0.0077 -8.5406  0.0983
H 2.9684 -4.0403 1.5037  0.1054
H -5.5276 -3.4049 0.5229  0.1058
H -3.0405 2.1871 -0.1163  0.0917
H 2.9214 5.2866 -0.9901  0.0996
H -0.1759 2.4452 -3.5847  0.1040
H -6.1068 -1.0097 0.2471  0.1241
H 6.7259 -2.9692 3.2487  0.1019
H 0.1560 -0.7689 -4.8133  0.0870
H 0.3800 -1.3948 -2.2369  -0.0508
H -0.6609 4.8362 -3.2856  0.1005
H -0.9670 -3.1688 1.9322  0.1452
H 6.5656 -0.0994 -0.7435  0.1015
H 6.6694 -2.4799 -1.3820  0.1018
H 5.1371 -4.7060 2.4565  0.1021
H 4.7488 -3.5260 -2.5373  0.1023
H 3.4180 2.9163 -1.2722  0.0775
H 0.8838 6.2665 -1.9867  0.0988
H -3.4187 2.0358 1.6449  0.0975
H 3.7944 1.5102 -4.9086  0.1034
H 0.2486 -1.0073 -7.2636  0.0987
H 4.5843 1.2343 -1.2258  0.0798
H 2.7575 -2.1926 -3.0754  0.1006
H -4.4630 2.9526 0.5728  0.0928
H -3.1573 -4.0235 0.9622  0.1140
H 3.9434 0.0702 2.0951  0.1152


Record 2
Formula: C3H5NO2S
Source: OMol25
Level of theory: ωB97M-V/def2-TZVPD

The HOMO-LUMO gap is 9.165 eV. Its SMILES is C=NOC(=S)OC. The calculation puts the HOMO energy at -8.7 eV. The energy above the lowest of the compared OMol25 structures with the same formula, charge and spin is 314.64 kJ/mol. The value obtained for the total energy is -720.62666 Ha.

Last column: Löwdin charge in e.
Element x y z (Å)
S 2.0660 -0.8022 -0.0199  0.7417
O -0.4831 -0.6545 0.3956  -0.1498
O 0.5290 1.2646 -0.3404  -0.1021
N -1.5795 -0.3177 -0.3663  -0.0055
C -0.4728 2.1134 0.2227  -0.0435
C -2.5816 -1.1042 -0.0177  0.0513
C 0.6610 0.0192 -0.0148  -0.9406
H -0.7306 1.6821 1.1755  0.0863
H -2.3870 -1.8521 0.7320  0.0796
H -1.4052 2.1497 -0.3999  0.1030
H 0.0300 3.0750 0.3704  0.1028
H -3.5132 -1.0464 -0.5770  0.0767


Record 3
Formula: C20H18AuClF9O3PS
Source: OMol25
Level of theory: ωB97M-V/def2-TZVPD

The HOMO-LUMO gap (alpha / beta) is 8.601 / 6.404 eV. The multiplicity is 2. The calculation puts the HOMO energy (alpha / beta) at -12.0 / -12.3 eV. As for the charge: +1. The energy above the lowest of the compared OMol25 structures with the same formula, charge and spin is 11.62 kJ/mol. Its expectation value of S² is 0.77. The value obtained for the total energy is -3232.74978 Ha.

Last column: Mulliken spin population.
Element x y z (Å)
Au 0.5659 0.3470 -0.0378  -0.0047
Cl -5.2699 -2.0358 -3.5473  0.1003
S 2.0142 3.3617 0.4413  -0.0002
P -2.1195 -1.7530 0.1452  0.0022
F -1.9998 -0.3011 0.8691  0.0001
F -1.8748 -2.4689 1.5516  -0.0001
F 0.7666 -2.2748 7.2393  0.0000
F -3.6916 -1.7778 0.3028  -0.0001
F 0.4885 -0.2957 8.0705  0.0000
F -1.2016 -1.3830 7.2673  0.0000
F -0.4067 -1.7016 -0.0426  0.0001
F -2.0847 -3.1653 -0.6056  0.0007
F -2.2145 -0.9909 -1.2800  0.0071
O 0.2780 0.1202 -2.1154  0.0090
O 0.4209 -1.6457 -4.1366  0.1554
O 2.0807 1.2532 -2.8482  0.0050
C 0.7732 0.4978 3.1982  0.0001
C 0.3494 -0.5300 5.7215  0.0000
C 1.2398 0.3684 -2.9213  0.0054
C 3.4811 2.8897 -0.4718  -0.0003
C -3.0759 -0.6809 -4.2512  0.0026
C 1.0077 1.0519 1.8907  -0.0001
C 0.1007 -1.1198 7.0887  0.0000
C 0.2398 -0.7828 3.3404  0.0000
C -0.8835 -1.6048 -4.1002  0.2246
C 1.4221 1.8650 1.0182  0.0009
C -2.7771 -3.0214 -3.5656  0.0036
C 0.0297 -1.2934 4.6074  -0.0001
C -1.2580 0.7951 -5.0451  -0.0015
C -1.4419 -2.8662 -3.7243  0.0977
C 2.7151 4.0826 1.9292  0.0000
C 1.3287 -0.5351 -4.1507  -0.0064
C 0.8813 0.7449 5.5877  0.0000
C 1.0964 1.2600 4.3238  0.0000
C -3.6032 -1.9053 -3.7969  0.2576
C -1.7355 -0.4915 -4.4385  0.1292
H 4.1660 2.3695 0.1947  0.0000
H -0.3889 -2.2839 4.7260  0.0000
H -2.1185 1.4040 -5.3130  0.0001
H 1.8904 4.3348 2.5919  0.0000
H -0.6887 0.6148 -5.9578  0.0061
H -0.7459 -3.6637 -3.5069  -0.0040
H 1.5083 2.2542 4.2096  -0.0001
H 1.2304 0.0479 -5.0628  0.0071
H 3.1605 2.2363 -1.2896  0.0000
H -3.2032 -3.9538 -3.2265  -0.0016
H -3.7662 0.1222 -4.4702  -0.0005
H 2.3085 -1.0052 -4.1446  -0.0016
H 3.9123 3.8131 -0.8558  0.0000
H -0.0169 -1.3693 2.4716  0.0000
H 3.2329 4.9905 1.6243  0.0000
H 1.1236 1.3266 6.4653  0.0000
H -0.6438 1.3758 -4.3605  0.0064
H 3.3975 3.3732 2.3907  0.0000